A molecular structure, C86H214F6LiN17O23S2 at a distorted geometry, computed with ωB97M-V with the def2-TZVPD basis set.

Geometry as ORCA input:
```
! wB97M-V def2-TZVPD RIJCOSX def2/J DEFGRID3
* xyz 0 1
Li -0.8602 -5.8261 -5.7334
C -3.3156 -3.2497 -7.0730
F -3.6765 -4.4772 -6.8185
F -4.0865 -2.9111 -8.0443
F -3.5285 -2.5420 -5.9443
S -1.3702 -3.1928 -7.5705
O -1.1900 -4.0348 -8.7706
O -1.1327 -1.7550 -7.8534
N -0.6624 -3.8971 -6.1030
S -0.0534 -2.6168 -5.4535
O 1.0385 -2.0529 -6.2333
O -1.0408 -1.6690 -4.9840
C 0.7573 -3.2166 -3.8198
F -0.1549 -3.8895 -3.1654
F 1.8132 -3.9321 -4.1854
F 1.1606 -2.1848 -3.0310
C -4.1727 -6.5495 -9.4433
C -3.3142 -7.7887 -9.8153
C -1.9047 -7.3293 -10.2662
O -1.9182 -6.6888 -11.5200
C -2.0188 -7.5824 -12.6213
N -3.3290 -8.7680 -8.7500
H -3.5906 -5.7387 -9.0055
H -5.0307 -6.8107 -8.8238
H -4.5369 -6.1063 -10.3702
H -3.8993 -8.2928 -10.5845
H -1.2424 -8.1942 -10.3024
H -1.4786 -6.6938 -9.4899
H -1.0702 -8.1176 -12.6629
H -2.0700 -7.0077 -13.5461
H -2.9570 -8.1368 -12.5974
H -2.8238 -9.5545 -9.1324
H -4.2934 -9.0674 -8.7285
C -3.7918 1.8239 -5.9514
C -4.9892 1.0133 -6.4581
C -4.7134 0.2591 -7.7503
O -4.6867 1.2402 -8.7969
C -4.2622 0.5981 -10.0545
N -5.2206 0.0916 -5.3490
H -2.9860 1.1849 -5.5902
H -4.0796 2.5222 -5.1656
H -3.4434 2.5704 -6.6652
H -5.8511 1.6407 -6.6855
H -5.4885 -0.4301 -8.0854
H -3.8019 -0.3359 -7.6939
H -3.3459 0.0078 -10.0680
H -4.0770 1.3517 -10.8199
H -5.0909 0.0301 -10.4773
H -4.3697 -0.4512 -5.3859
H -5.8986 -0.5452 -5.7425
C -0.9170 3.2139 -0.8893
C -0.9773 2.2820 0.3484
C 0.2251 1.3035 0.4316
O 0.2128 0.5585 1.6712
C 1.4203 -0.1873 1.8597
N -1.0490 3.1983 1.5758
H -0.4543 4.1632 -0.6196
H -1.8947 3.4010 -1.3333
H -0.3112 2.8439 -1.7165
H -1.9008 1.7030 0.3490
H 1.1421 1.8890 0.3656
H 0.1880 0.6635 -0.4499
H 1.4216 -0.5936 2.8711
H 2.2501 0.5194 1.8670
H 1.6227 -1.0184 1.1840
H -0.8960 2.5627 2.3456
H -0.4140 3.9769 1.4727
C -2.9764 -1.8010 -13.1602
C -2.2811 -3.0336 -12.6700
C -1.0147 -2.6714 -11.8274
O -0.0813 -1.9892 -12.6625
C 1.2609 -2.1100 -12.2122
N -3.1787 -3.8104 -11.9102
H -2.2520 -1.0161 -13.3775
H -3.5837 -1.3307 -12.3868
H -3.5366 -1.9960 -14.0747
H -2.0303 -3.6377 -13.5419
H -0.5621 -3.6371 -11.6022
H -1.2603 -2.2845 -10.8384
H 1.2854 -1.8010 -11.1672
H 1.8816 -1.4937 -12.8626
H 1.5968 -3.1330 -12.3813
H -2.6676 -4.6806 -11.8687
H -3.1393 -3.4756 -10.9582
C -3.0370 -9.7950 -4.0320
C -4.3572 -9.0553 -3.9172
C -4.7807 -8.7480 -2.5244
O -4.7990 -10.0091 -1.8532
C -5.4033 -10.0289 -0.5404
N -4.2286 -7.8479 -4.7561
H -3.0851 -10.6807 -3.3985
H -2.1965 -9.1570 -3.7587
H -2.7674 -10.1461 -5.0281
H -5.1524 -9.6633 -4.3486
H -5.7552 -8.2633 -2.5848
H -4.1062 -8.0040 -2.1005
H -5.6848 -11.0441 -0.2606
H -6.2962 -9.4050 -0.5012
H -4.6938 -9.6138 0.1753
H -3.4807 -7.2770 -4.3888
H -5.0372 -7.2741 -4.5639
C -0.0953 -3.0952 0.0804
C -1.3947 -2.1834 0.2177
C -1.8199 -1.5740 -1.2055
O -2.6234 -0.4139 -1.1510
C -2.7861 0.2252 -2.4492
N -2.5548 -3.0729 0.4644
H 0.7505 -2.5303 -0.3115
H -0.1886 -4.0021 -0.5171
H 0.1462 -3.4645 1.0770
H -1.2388 -1.3773 0.9346
H -2.3208 -2.2759 -1.8723
H -0.9421 -1.3767 -1.8208
H -3.2624 -0.4206 -3.1868
H -1.8038 0.5016 -2.8324
H -3.4095 1.1030 -2.2793
H -3.3506 -2.4528 0.4147
H -2.5778 -3.6532 1.2907
C -5.1251 -3.5165 -2.3621
C -5.2941 -4.8936 -3.0035
C -6.3919 -4.8412 -4.0518
O -6.6681 -6.1952 -4.4840
C -7.6166 -6.1486 -5.5844
N -4.0558 -5.1606 -3.6752
H -4.9432 -2.7408 -3.1060
H -4.2624 -3.4747 -1.6972
H -5.9297 -3.1822 -1.7071
H -5.4490 -5.7243 -2.3150
H -6.0434 -4.1815 -4.8465
H -7.3365 -4.5176 -3.6147
H -7.9225 -7.1540 -5.8735
H -7.1681 -5.6469 -6.4418
H -8.5354 -5.6085 -5.3557
H -3.3387 -5.1517 -2.9640
H -3.8417 -4.4501 -4.3603
C 2.0300 -6.1096 -1.2905
C 2.4542 -7.0764 -2.4072
C 3.4708 -8.0746 -1.9101
O 4.6788 -7.3613 -1.6142
C 5.4845 -6.9407 -2.7175
N 1.1969 -7.8303 -2.7602
H 1.3821 -5.2759 -1.5611
H 2.9533 -5.6982 -0.8825
H 1.6672 -6.6926 -0.4440
H 2.7726 -6.4254 -3.2214
H 3.6690 -8.8344 -2.6662
H 3.2121 -8.6782 -1.0401
H 6.4031 -6.6356 -2.2162
H 5.0438 -6.1085 -3.2664
H 5.8007 -7.6874 -3.4458
H 1.5197 -8.5869 -3.3462
H 0.8872 -8.3533 -1.9536
C 3.5717 -6.2595 -6.2948
C 2.1176 -5.9782 -6.5002
C 1.7510 -5.8739 -7.9937
O 2.0430 -7.0917 -8.7060
C 1.6697 -7.1945 -10.0642
N 1.1832 -6.9133 -5.9036
H 3.8018 -6.3696 -5.2351
H 4.2187 -5.4525 -6.6387
H 3.8461 -7.1845 -6.8020
H 2.0342 -4.9409 -6.1761
H 2.4142 -5.1336 -8.4412
H 0.7286 -5.5399 -8.1705
H 0.7868 -7.8266 -10.1591
H 2.5030 -7.6022 -10.6366
H 1.5519 -6.1846 -10.4570
H 1.4122 -7.0548 -4.9301
H 1.3880 -7.8114 -6.3177
C -0.3873 -7.8470 1.3240
C -1.1334 -8.3731 0.0969
C -0.7398 -9.7993 -0.2866
O 0.6275 -9.8678 -0.3013
C 1.1624 -11.0250 -0.8527
N -2.5669 -8.2713 0.2593
H -0.6618 -8.2730 2.2890
H -0.6249 -6.7833 1.3366
H 0.7019 -7.8827 1.3031
H -0.7051 -7.7672 -0.7014
H -1.2338 -10.0121 -1.2347
H -1.2408 -10.4334 0.4448
H 0.7393 -11.1008 -1.8544
H 1.0771 -12.0163 -0.4076
H 2.2333 -10.9294 -1.0320
H -3.0844 -8.6593 -0.5164
H -2.6589 -8.8375 1.0906
C 3.9576 5.0206 -3.4596
C 4.3578 4.0414 -4.6099
C 3.2618 3.1090 -5.0423
O 3.1385 2.0456 -4.0590
C 1.9296 1.2796 -4.1837
N 4.6481 4.8388 -5.7739
H 3.1445 5.6749 -3.7743
H 4.8156 5.5514 -3.0470
H 3.6693 4.4900 -2.5522
H 5.2208 3.4444 -4.3153
H 3.3689 2.8068 -6.0841
H 2.3200 3.6575 -5.0254
H 1.0651 1.7834 -3.7516
H 2.0213 0.3950 -3.5534
H 1.7068 0.9432 -5.1963
H 5.0837 4.3032 -6.5112
H 5.2872 5.5820 -5.5305
C -0.1492 1.3209 -12.0150
C -0.0042 1.9085 -10.7132
C 0.7176 0.9567 -9.6800
O 0.7622 1.6484 -8.3800
C -0.2095 1.1480 -7.5288
N 0.7603 3.1302 -10.9751
H -0.5424 2.0939 -12.6753
H -0.9387 0.5734 -12.0921
H 0.7629 0.9250 -12.4616
H -0.9644 2.2622 -10.3377
H 1.7454 0.7307 -9.9638
H 0.2564 -0.0306 -9.7058
H -0.3431 1.7040 -6.6008
H 0.1382 0.1637 -7.2153
H -1.1120 1.0774 -8.1360
H 0.3356 3.5697 -11.7792
H 0.6762 3.7570 -10.1877
O -2.2404 -5.2459 -1.3989
H -2.1744 -4.3822 -0.9916
H -2.4745 -5.8330 -0.6800
O -2.0893 -7.1950 -6.7237
H -2.3791 -7.5153 -7.5779
H -2.6366 -7.6633 -6.0934
O -1.0016 -6.3582 -3.6944
H -0.2940 -6.8393 -3.2655
H -1.4735 -5.9352 -2.9769
C 6.8413 -2.2227 -2.6019
C 5.2783 -1.9577 -2.7333
C 4.5806 -3.0752 -1.8356
C 4.7999 -2.8450 -0.3224
C 4.3732 -1.4450 0.0206
C 4.9562 -0.2453 -0.7308
N 4.9366 -0.6360 -2.1948
O 5.3160 0.3978 -2.9900
C 4.0526 0.9670 -0.4431
C 6.4631 -0.0527 -0.1981
C 4.6787 -2.1655 -4.1269
H 7.2811 -1.2838 -2.9383
H 7.0895 -3.0092 -3.3144
H 7.2377 -2.4043 -1.6029
H 3.5265 -3.0909 -2.1126
H 4.8818 -4.0872 -2.1060
H 5.8248 -3.0179 0.0060
H 4.2020 -3.5348 0.2732
H 4.5971 -1.4457 1.0873
H 3.2976 -1.4429 -0.1557
H 4.3859 1.8651 -0.9631
H 3.0038 0.8417 -0.7122
H 4.0489 1.0835 0.6407
H 6.4307 0.3771 0.8031
H 6.9147 -1.0395 -0.0966
H 7.0887 0.5439 -0.8621
H 3.6548 -1.7988 -4.0538
H 4.7369 -3.1980 -4.4714
H 5.3822 -1.6536 -4.7836
H 4.5402 0.5804 -3.5252
C -8.7649 2.3750 -7.3229
C -10.0504 1.5607 -6.8425
C -10.7733 1.1477 -8.1908
C -11.6762 -0.0419 -8.1644
C -10.8622 -1.2609 -7.5324
C -10.2598 -0.9606 -6.0989
N -9.5881 0.3571 -6.1094
O -8.8834 0.7116 -4.9556
C -11.3830 -0.9996 -5.0698
C -9.1508 -1.9928 -5.9031
C -10.8808 2.3977 -5.9338
H -8.9641 3.3643 -7.7348
H -8.0459 1.7908 -7.8971
H -8.2196 2.6549 -6.4216
H -11.3410 2.0467 -8.4311
H -9.9902 0.9039 -8.9086
H -12.1351 -0.2580 -9.1291
H -12.4751 0.2452 -7.4807
H -10.1480 -1.4816 -8.3257
H -11.6573 -1.9894 -7.3733
H -11.8556 -1.9814 -5.0415
H -11.0013 -0.9046 -4.0532
H -12.2395 -0.3483 -5.2436
H -9.0996 -2.2746 -4.8514
H -9.3386 -2.9322 -6.4230
H -8.2187 -1.6071 -6.3161
H -10.4538 2.5098 -4.9372
H -11.8076 1.8652 -5.7205
H -11.1504 3.3623 -6.3638
H -7.9862 0.7565 -5.2942
C 3.6542 -0.0244 -7.2196
C 4.4532 -0.6942 -8.4251
C 3.5234 -1.7596 -9.1206
C 4.0824 -2.1941 -10.4966
C 4.4389 -0.9504 -11.4270
C 5.3260 0.1300 -10.7854
N 4.8168 0.4286 -9.3901
O 5.4205 1.5000 -8.8059
C 6.7796 -0.2499 -10.7729
C 5.0762 1.4243 -11.5134
C 5.6776 -1.4410 -7.9641
H 3.5553 -0.7775 -6.4378
H 2.6588 0.3698 -7.4240
H 4.2462 0.7396 -6.7157
H 3.3441 -2.5604 -8.4032
H 2.5331 -1.3397 -9.2971
H 3.3440 -2.8003 -11.0214
H 5.0002 -2.7729 -10.3930
H 3.5666 -0.4636 -11.8632
H 4.9780 -1.3404 -12.2904
H 7.0741 -0.5816 -11.7686
H 7.5109 0.4375 -10.3478
H 6.8664 -1.2199 -10.2834
H 4.1641 1.9876 -11.3165
H 5.9723 2.0175 -11.3307
H 5.0486 1.2604 -12.5906
H 6.5393 -0.7739 -7.9417
H 5.9176 -2.3083 -8.5791
H 5.6616 -1.8797 -6.9664
H 6.2206 1.0657 -8.5012
C -11.4195 -2.5243 -11.2946
C -9.8708 -2.6874 -11.5820
C -9.2417 -1.2644 -11.3633
C -7.7070 -1.2639 -11.2233
C -7.2858 -2.3052 -10.1518
C -7.8004 -3.7235 -10.3153
N -9.2756 -3.6315 -10.6261
O -9.9735 -4.7533 -10.4293
C -7.1092 -4.4563 -11.4617
C -7.4842 -4.4200 -9.0032
C -9.6623 -3.1812 -13.0692
H -11.9524 -1.7004 -11.7693
H -11.6173 -2.3967 -10.2303
H -12.0872 -3.3354 -11.5853
H -9.4308 -0.4777 -12.0936
H -9.7457 -0.8299 -10.5000
H -7.4411 -0.2581 -10.8980
H -7.1767 -1.4141 -12.1637
H -7.5960 -1.8954 -9.1905
H -6.2017 -2.3930 -10.0805
H -6.8352 -3.8803 -12.3456
H -6.0693 -4.6345 -11.1880
H -7.4282 -5.4779 -11.6683
H -7.7162 -3.7985 -8.1384
H -8.0310 -5.3538 -8.8724
H -6.4572 -4.7850 -9.0034
H -10.2447 -2.6570 -13.8269
H -9.9598 -4.2283 -13.1263
H -8.6084 -3.2960 -13.3227
H -10.1892 -4.6942 -9.4957
*
```

Results
* highest occupied orbital energy: -7.60 eV
* orbital gap: 7.6 eV
* LUMO level: 0.001 eV